Computed, not measured: a cluster of 10 separate species, C20H63N3O10 in total in a non-equilibrium geometry, with ωB97M-V with the def2-TZVPD basis set.

highest occupied orbital energy: -9.240 eV
energy relative to the best compared isomer or geometry (same formula, charge and spin): 0.0 kJ/mol
LUMO energy: 0.2776 eV
net charge: 0
gap between HOMO and LUMO: 9.518 eV
SMILES: COC[C@H](C)N.COC[C@H](C)N.COC[C@H](C)N.CCO.CCO.CCO.CCO.O.O.O

Last column: Mulliken charge in e.
Geometry (Å):
C: -5.526 13.037 -19.592  -0.40
O: -4.254 13.575 -19.324  -0.44
C: -3.236 12.688 -19.682  -0.48
C: -1.823 13.307 -19.634  0.28
C: -0.771 12.199 -19.721  -1.46
N: -1.654 14.010 -18.329  -0.75
H: -5.630 12.877 -20.665  0.01
H: -6.350 13.618 -19.183  0.14
H: -5.670 12.043 -19.145  0.38
H: -3.178 11.858 -18.965  0.26
H: -3.366 12.219 -20.665  0.27
H: -1.625 14.026 -20.432  0.31
H: 0.199 12.684 -19.668  0.38
H: -0.908 11.669 -20.667  0.37
H: -0.927 11.452 -18.941  0.38
H: -2.593 14.298 -18.053  0.32
H: -1.455 13.274 -17.651  0.30
C: -11.966 12.285 -18.331  -0.32
O: -12.788 12.215 -17.203  -0.43
C: -14.167 12.077 -17.562  -0.86
C: -14.849 13.422 -17.845  1.78
C: -15.026 14.365 -16.659  -1.41
N: -16.214 13.186 -18.378  -0.81
H: -12.121 11.489 -19.077  0.26
H: -10.924 12.148 -18.037  0.07
H: -12.089 13.198 -18.928  0.18
H: -14.212 11.488 -18.483  0.39
H: -14.628 11.506 -16.753  0.34
H: -14.290 13.912 -18.645  -0.77
H: -14.067 14.471 -16.138  0.33
H: -15.734 13.999 -15.917  0.38
H: -15.244 15.375 -16.998  0.33
H: -16.644 12.585 -17.668  0.28
H: -16.218 12.550 -19.177  0.27
C: -4.412 12.886 -23.401  -0.61
O: -5.288 13.832 -23.939  -0.42
C: -6.126 14.387 -22.927  -0.06
C: -7.038 15.450 -23.493  1.00
C: -7.773 14.971 -24.748  -1.29
N: -6.306 16.681 -23.820  -0.80
H: -4.846 11.932 -23.088  0.28
H: -3.840 13.354 -22.588  0.10
H: -3.621 12.636 -24.114  0.39
H: -6.785 13.597 -22.542  -0.32
H: -5.474 14.788 -22.145  0.41
H: -7.802 15.669 -22.742  -0.04
H: -8.078 15.845 -25.326  0.36
H: -8.660 14.370 -24.541  0.06
H: -7.125 14.378 -25.393  0.42
H: -5.508 16.468 -24.418  0.31
H: -5.824 17.005 -22.982  0.29
C: -10.318 17.519 -19.446  -0.62
C: -11.842 17.607 -19.297  -0.22
O: -12.396 16.653 -18.427  -0.51
H: -9.829 17.515 -18.473  0.33
H: -9.965 18.347 -20.062  0.35
H: -10.055 16.565 -19.910  -0.07
H: -12.314 17.561 -20.285  0.11
H: -12.068 18.630 -18.975  0.37
H: -12.698 15.914 -18.990  0.27
C: -8.583 8.863 -19.209  -1.46
C: -8.993 10.254 -19.644  0.62
O: -8.228 10.717 -20.747  -0.52
H: -9.359 8.494 -18.532  0.37
H: -7.616 8.879 -18.714  0.32
H: -8.630 8.169 -20.048  0.34
H: -8.966 10.956 -18.802  0.08
H: -10.043 10.282 -19.974  -0.07
H: -8.329 11.686 -20.769  0.13
C: -11.271 11.334 -22.554  -0.56
C: -11.549 11.389 -24.039  -0.49
O: -11.205 12.691 -24.537  -0.46
H: -11.663 10.464 -22.030  0.44
H: -11.694 12.193 -22.015  -0.04
H: -10.215 11.461 -22.297  0.14
H: -12.614 11.226 -24.229  0.31
H: -11.001 10.585 -24.533  0.37
H: -11.227 12.620 -25.497  0.25
C: -12.416 16.332 -23.698  -1.24
C: -11.071 16.029 -23.037  -0.12
O: -11.032 14.712 -22.496  0.59
H: -13.147 16.592 -22.931  0.28
H: -12.764 15.518 -24.331  0.26
H: -12.306 17.207 -24.343  0.45
H: -10.814 16.750 -22.262  0.26
H: -10.287 16.189 -23.787  0.11
H: -11.151 14.058 -23.207  -0.28
O: -8.972 13.404 -20.691  0.38
H: -9.752 13.781 -21.124  -0.17
H: -9.039 13.697 -19.752  0.09
O: -12.983 14.884 -20.560  -0.55
H: -13.810 14.769 -21.040  0.20
H: -12.299 15.073 -21.251  0.06
O: -8.992 14.373 -18.163  -0.56
H: -8.274 14.799 -17.680  0.24
H: -9.728 14.337 -17.537  0.24